[1]
Molecular formula: C4H8NO
Method: DFT, ωB97M-V/def2-TZVPD

ORCA input file:
```
! RIJCOSX wB97M-V def2-TZVPD def2/J DEFGRID3
* xyz 1 3
C -1.71 0.42 -0.02
C -1.21 1.57 -0.26
C 1.23 -1.25 -0.12
C 1.99 -0.19 -0.01
N -2.40 -0.55 0.32
O 1.61 1.05 0.32
H -1.85 2.44 -0.03
H -0.23 1.79 -0.48
H 0.21 -1.26 -0.51
H 1.73 -2.17 0.01
H 3.00 -0.53 0.24
H -2.11 -1.09 1.12
H -3.15 -0.86 -0.34
H 2.30 1.59 0.45
*
```

Summary:
<S²>   2.006
HOMO energy (spin up / spin down)   -11.302 / -12.906 eV
F_max   5.16 eV/Å
Kohn-Sham gap (spin up / spin down)   8.24 / 4.07 eV


[2]
Molecular formula: C3H6BO3
Method: DFT, ωB97M-V/def2-TZVPD

ORCA input file:
```
! RIJCOSX wB97M-V def2-TZVPD def2/J DEFGRID3
* xyz -1 1
C 1.69 -0.70 0.23
C 0.66 0.31 -0.55
B -0.82 0.47 0.15
O -1.08 1.75 0.90
C -2.06 -0.61 0.07
O -2.58 -0.97 -1.12
O -2.68 -1.27 1.26
H 2.55 -0.97 -0.55
H 1.23 -1.73 0.56
H 2.25 -0.13 1.11
H 0.59 0.00 -1.70
H 1.18 1.38 -0.54
H -0.93 2.47 0.18
*
```

Summary:
HOMO energy   -3.595 eV
SMILES string   CCB(O)C(=O)[O-]
F_max   7.43 eV/Å
Kohn-Sham gap   6.91 eV


[3]
Molecular formula: C4H8O3
Method: DFT, ωB97M-V/def2-TZVPD

ORCA input file:
```
! RIJCOSX wB97M-V def2-TZVPD def2/J DEFGRID3
* xyz 0 1
C -0.96 0.78 -1.15
C -0.66 -0.48 -0.38
O -0.03 -1.41 -1.23
C 0.34 -0.32 0.77
O 0.70 -1.46 1.36
C 1.52 0.63 0.56
O 1.67 1.63 1.21
H -1.66 0.56 -1.95
H -1.41 1.54 -0.49
H -0.05 1.20 -1.60
H -1.57 -0.91 0.05
H 0.30 -2.11 -0.63
H -0.38 0.46 1.68
H -0.06 -0.38 1.99
H 2.25 0.27 -0.19
*
```

Summary:
HOMO energy   -9.587 eV
F_max   0.49 eV/Å
Kohn-Sham gap   9.94 eV